(1)
DFT (ωB97M-V with the def2-TZVPD basis set) results for a 5-piece molecular cluster, C6H19B3N4O12 overall.

* lowest unoccupied orbital energy: -0.03 eV
* ΔE to the lowest compared entry with this formula, charge and spin: 0.0 kJ/mol
* frontier orbital gap: 11.17 eV
* SMILES string: C[N+](=O)[O-].C[N+](=O)[O-].C[N+](=O)[O-].C[N+](=O)[O-].CCOB1OBOBO1

Geometry as ORCA input:
```
! RIJCOSX wB97M-V def2-TZVPD def2/J DEFGRID3
* xyz 0 1
C 1.975 -1.170 2.252
N 1.580 -1.962 3.449
O 0.573 -1.632 4.041
O 2.295 -2.893 3.747
H 1.244 -0.381 2.118
H 2.966 -0.768 2.432
H 1.990 -1.845 1.402
C -2.612 -2.229 0.874
N -3.687 -1.368 0.305
O -3.449 -0.181 0.170
O -4.723 -1.907 -0.002
H -1.753 -1.605 1.088
H -3.011 -2.690 1.772
H -2.376 -2.981 0.128
C 1.839 -3.506 -1.981
N 0.502 -2.854 -2.028
O -0.210 -2.949 -1.048
O 0.216 -2.263 -3.043
H 1.950 -3.988 -1.018
H 1.877 -4.223 -2.795
H 2.580 -2.725 -2.126
C -3.202 3.110 1.779
N -2.282 3.989 1.002
O -2.007 3.652 -0.131
O -1.868 4.982 1.556
H -3.480 2.269 1.154
H -2.665 2.793 2.667
H -4.062 3.712 2.054
C -0.741 1.378 -2.522
C -0.591 0.997 -1.060
O 0.591 0.205 -0.823
B 1.722 0.785 -0.420
O 2.903 0.031 -0.481
B 3.871 0.695 -1.186
O 3.824 2.071 -1.248
B 2.939 2.737 -0.422
O 1.839 2.082 0.063
H -1.796 1.360 -2.787
H -0.214 0.678 -3.167
H -0.375 2.384 -2.722
H -1.429 0.376 -0.762
H -0.626 1.890 -0.448
H 4.733 0.085 -1.727
H 3.151 3.861 -0.107
*
```

(2)
DFT (ωB97M-V with the def2-TZVPD basis set) results for a 12-piece molecular cluster, C34H76NO13PS overall in a non-equilibrium geometry.

* lowest unoccupied orbital energy: 0.43 eV
* frontier orbital gap: 8.00 eV
* SMILES string: OP(O)c1cccc2c1Nc1ccccc1S2.CCO.CCO.CCO.CCO.CCO.CCO.CCO.CCO.CCO.CCO.CCO

Geometry as ORCA input:
```
! RIJCOSX wB97M-V def2-TZVPD def2/J DEFGRID3
* xyz 0 1
O 0.823 -3.271 -2.400
P 1.288 -2.522 -0.977
O 0.319 -3.116 0.263
C 1.030 -0.695 -1.098
C 1.967 0.185 -0.512
C 1.835 1.554 -0.552
C 0.746 2.125 -1.212
C -0.182 1.305 -1.802
C -0.073 -0.086 -1.745
N -1.075 -0.874 -2.375
C -2.416 -0.558 -2.012
C -3.313 -1.525 -1.549
C -4.605 -1.128 -1.225
C -5.065 0.175 -1.371
C -4.158 1.130 -1.827
C -2.863 0.754 -2.119
S -1.625 1.912 -2.677
H -0.101 -3.569 -2.333
H -0.428 -2.512 0.416
H 2.826 -0.250 -0.007
H 2.538 2.244 -0.088
H 0.603 3.206 -1.256
H -0.898 -1.863 -2.281
H -2.941 -2.545 -1.438
H -5.287 -1.889 -0.838
H -6.089 0.465 -1.143
H -4.473 2.165 -1.960
C 3.897 -1.548 3.689
C 3.440 -0.480 2.714
O 2.239 -0.865 2.038
H 4.068 -2.484 3.168
H 4.819 -1.245 4.192
H 3.129 -1.735 4.446
H 4.199 -0.312 1.950
H 3.260 0.467 3.238
H 1.561 -1.009 2.703
C -2.476 -2.493 3.297
C -1.668 -1.746 4.338
O -0.498 -1.184 3.750
H -1.876 -3.285 2.847
H -3.370 -2.935 3.741
H -2.780 -1.820 2.488
H -1.347 -2.419 5.132
H -2.257 -0.946 4.785
H -0.778 -0.581 3.052
C 3.069 5.451 -3.261
C 1.734 5.982 -2.777
O 0.666 5.415 -3.537
H 3.211 5.682 -4.317
H 3.893 5.886 -2.691
H 3.107 4.368 -3.164
H 1.686 7.062 -2.895
H 1.583 5.742 -1.717
H 0.708 4.459 -3.424
C -4.001 2.834 -7.045
C -4.158 2.149 -5.700
O -3.438 2.846 -4.687
H -2.948 2.888 -7.323
H -4.544 2.297 -7.824
H -4.376 3.860 -7.002
H -3.764 1.134 -5.739
H -5.215 2.099 -5.414
H -3.788 3.742 -4.640
C 7.607 0.474 -1.133
C 6.801 -0.044 0.044
O 5.600 0.706 0.207
H 7.855 1.527 -0.991
H 8.532 -0.093 -1.253
H 7.030 0.401 -2.058
H 7.371 0.049 0.968
H 6.544 -1.099 -0.099
H 5.088 0.617 -0.605
C -4.916 -6.050 6.612
C -3.738 -5.115 6.409
O -4.157 -3.890 5.810
H -5.403 -6.262 5.659
H -4.596 -6.991 7.062
H -5.666 -5.590 7.261
H -3.002 -5.567 5.745
H -3.252 -4.894 7.365
H -4.800 -3.481 6.399
C -4.374 1.152 3.563
C -4.734 1.214 2.092
O -6.081 0.793 1.895
H -4.500 0.138 3.940
H -3.341 1.466 3.729
H -5.033 1.798 4.149
H -4.092 0.555 1.507
H -4.621 2.232 1.707
H -6.644 1.385 2.405
C 1.463 -6.447 2.267
C 1.875 -5.179 2.994
O 2.289 -4.179 2.077
H 2.291 -6.828 1.668
H 1.152 -7.222 2.972
H 0.635 -6.246 1.582
H 2.714 -5.378 3.663
H 1.042 -4.790 3.593
H 1.543 -3.995 1.493
C 5.510 2.549 -5.923
C 4.538 2.026 -4.883
O 3.378 2.851 -4.810
H 5.808 3.571 -5.686
H 6.404 1.925 -5.974
H 5.044 2.570 -6.911
H 4.999 2.025 -3.895
H 4.231 1.002 -5.121
H 2.961 2.845 -5.678
C -4.540 -6.370 1.010
C -3.282 -5.523 0.984
O -3.531 -4.261 0.368
H -4.913 -6.530 -0.002
H -4.349 -7.340 1.473
H -5.333 -5.866 1.569
H -2.499 -6.017 0.409
H -2.910 -5.354 2.001
H -4.215 -3.816 0.881
C 4.048 7.909 0.260
C 3.765 9.061 -0.686
O 2.620 8.789 -1.490
H 4.210 6.986 -0.300
H 4.931 8.110 0.870
H 3.197 7.736 0.924
H 4.606 9.217 -1.360
H 3.595 9.987 -0.126
H 1.872 8.660 -0.897
*
```

(3)
DFT (ωB97M-V with the def2-TZVPD basis set) results for C2H4BrNS in the gas phase in a non-equilibrium geometry.

* lowest unoccupied orbital energy (alpha / beta): -0.98 / -0.98 eV
* ΔE to the lowest compared entry with this formula, charge and spin: 288.5 kJ/mol
* frontier orbital gap (alpha / beta): 7.65 / 7.66 eV

Geometry as ORCA input:
```
! RIJCOSX wB97M-V def2-TZVPD def2/J DEFGRID3
* xyz 0 1
C 1.220 -0.733 0.225
C -0.999 -0.708 -0.255
N 0.233 -0.038 0.039
S -0.269 1.984 -0.117
Br 2.918 0.011 0.574
H -1.148 -0.708 -1.341
H -0.767 -1.642 0.055
H -1.925 -0.448 0.302
H 0.738 2.281 0.518
*
```

(4)
DFT (ωB97M-V with the def2-TZVPD basis set) results for a 2-piece molecular cluster, C2H3F2NOS overall in a non-equilibrium geometry.

* lowest unoccupied orbital energy: 0.72 eV
* ΔE to the lowest compared entry with this formula, charge and spin: 37.6 kJ/mol
* frontier orbital gap: 10.92 eV
* SMILES string: FC(F)S.N=C=O

Geometry as ORCA input:
```
! RIJCOSX wB97M-V def2-TZVPD def2/J DEFGRID3
* xyz 0 1
F 0.585 1.683 0.062
C 0.818 0.438 0.139
F 0.207 -0.085 -0.957
S 2.645 -0.001 0.151
H 0.378 -0.020 1.021
H 2.927 0.318 -1.140
N -1.729 -1.221 0.548
C -2.029 -0.125 0.131
O -2.479 0.936 0.046
H -1.323 -1.923 0.000
*
```

(5)
DFT (ωB97M-V with the def2-TZVPD basis set) results for C5H7NO in the gas phase.

* lowest unoccupied orbital energy: 1.05 eV
* ΔE to the lowest compared entry with this formula, charge and spin: 168.3 kJ/mol
* frontier orbital gap: 10.45 eV
* SMILES string: C1=N[C@H]2C[C@H]2CO1

Geometry as ORCA input:
```
! RIJCOSX wB97M-V def2-TZVPD def2/J DEFGRID3
* xyz 0 1
C -1.853 0.296 0.283
N -1.152 1.133 -0.362
C 0.055 0.617 -0.941
C 1.368 0.864 -0.300
C 0.794 -0.537 -0.282
C -0.023 -1.081 0.857
O -1.480 -0.954 0.625
H -2.855 0.579 0.621
H -0.018 0.557 -2.018
H 1.376 1.447 0.616
H 2.215 1.036 -0.958
H 1.282 -1.261 -0.933
H 0.155 -0.546 1.792
H 0.134 -2.150 1.000
*
```

(6)
DFT (ωB97M-V with the def2-TZVPD basis set) results for a 2-piece molecular cluster, C5H11BN overall in a non-equilibrium geometry.

* lowest unoccupied orbital energy: -4.82 eV
* ΔE to the lowest compared entry with this formula, charge and spin: 275.7 kJ/mol
* frontier orbital gap: 8.77 eV

Geometry as ORCA input:
```
! RIJCOSX wB97M-V def2-TZVPD def2/J DEFGRID3
* xyz 1 1
B -1.404 1.391 0.525
C -2.038 0.140 1.271
C -0.908 0.601 2.093
C -0.081 1.136 1.160
C 2.289 -1.068 -1.495
C -0.075 -0.845 -0.999
N 0.950 -0.443 -1.609
H -3.039 0.243 1.682
H -1.807 -0.720 0.692
H -0.693 0.897 3.084
H 0.972 1.407 1.285
H 2.573 -1.616 -2.416
H 2.899 -0.301 -1.327
H 2.221 -1.833 -0.573
H -0.918 -0.117 -1.037
H -0.095 -1.737 -0.416
H -1.634 2.412 0.150
H 0.785 0.452 -2.071
*
```